Formula: C30H43BF4N3O6PSSc
Source: OMol25
Level of theory: ωB97M-V with the def2-TZVPD basis set

Positions of all 90 atoms, in Å:
Sc1 0.76 0.01 -2.37
O1 -1.18 -3.81 -1.44
C1 -0.78 -2.74 -1.91
N1 0.33 -2.06 -1.61
C2 1.24 -2.81 -0.77
C3 2.64 -2.33 -0.98
C4 3.74 -3.17 -0.80
C5 5.01 -2.68 -1.03
C6 5.16 -1.36 -1.44
C7 4.03 -0.59 -1.60
N2 2.80 -1.06 -1.37
C8 -1.60 -2.08 -3.00
C9 -2.51 -2.82 -3.73
C10 -3.15 -2.22 -4.80
C11 -2.86 -0.89 -5.09
C12 -1.96 -0.22 -4.30
N3 -1.34 -0.80 -3.27
H1 1.18 -3.88 -0.99
H2 0.99 -2.72 0.29
H3 3.57 -4.20 -0.50
H4 5.87 -3.32 -0.92
H5 6.14 -0.94 -1.65
H6 4.08 0.44 -1.93
H7 -2.67 -3.86 -3.45
H8 -3.84 -2.78 -5.41
H9 -3.33 -0.39 -5.93
H10 -1.71 0.82 -4.47
F1 1.47 -0.73 -4.13
B1 1.78 -2.06 -4.84
F2 0.53 -2.59 -5.19
F3 2.54 -1.70 -5.94
F4 2.48 -2.85 -3.91
O2 -0.08 1.68 -3.09
S1 1.12 2.58 -2.76
O3 1.61 3.23 -3.95
O4 2.10 1.49 -2.28
O5 0.80 3.47 -1.67
O6 -0.02 0.65 -0.46
P1 -0.33 0.61 1.01
C13 1.11 0.07 1.96
C14 2.37 0.85 1.55
C15 3.58 0.30 2.30
C16 3.38 0.39 3.84
C17 1.98 0.86 4.23
C18 0.91 0.04 3.50
C19 -0.87 2.21 1.64
C20 0.23 3.29 1.38
C21 -0.37 4.70 1.24
C22 -1.60 4.86 2.12
C23 -2.73 3.93 1.65
C24 -2.19 2.65 0.99
C25 -1.61 -0.65 1.31
C26 -2.33 -0.55 2.68
C27 -3.80 -0.97 2.59
C28 -3.95 -2.24 1.75
C29 -3.46 -2.03 0.29
C30 -2.62 -0.75 0.14
H11 1.24 -0.95 1.60
H12 2.26 1.92 1.76
H13 2.51 0.78 0.48
H14 4.47 0.85 2.00
H15 3.74 -0.74 1.99
H16 4.12 1.06 4.28
H17 3.56 -0.59 4.29
H18 1.86 1.92 3.99
H19 1.84 0.76 5.31
H20 -0.09 0.40 3.79
H21 0.97 -0.99 3.86
H22 -1.02 2.09 2.72
H23 0.76 3.06 0.46
H24 0.94 3.28 2.21
H25 -0.64 4.87 0.19
H26 0.39 5.44 1.49
H27 -1.95 5.90 2.13
H28 -1.32 4.62 3.16
H29 -3.37 4.45 0.94
H30 -3.36 3.65 2.50
H31 -2.00 2.82 -0.08
H32 -2.95 1.86 1.06
H33 -1.03 -1.58 1.27
H34 -2.27 0.46 3.10
H35 -1.83 -1.21 3.40
H36 -4.39 -0.16 2.14
H37 -4.20 -1.12 3.59
H38 -4.99 -2.57 1.76
H39 -3.36 -3.03 2.23
H40 -4.31 -1.97 -0.39
H41 -2.86 -2.88 -0.02
H42 -3.27 0.12 0.12
H43 -2.09 -0.76 -0.80

Its orbital gap is 0.3023 Eh. As for the energy relative to the best compared isomer or geometry (same formula, charge and spin): 8.9 kcal per mole. As for the charge: -1. Its HOMO energy is -5.99 eV.

=====

Formula: C30H43BI2N3O5S2
Source: OMol25
Level of theory: ωB97M-V with the def2-TZVPD basis set

Positions of all 86 atoms, in Å:
C1 3.49 -0.09 -0.22
O1 3.03 0.07 -1.55
C2 4.12 -0.19 -2.44
C3 3.78 0.22 -3.92
C4 5.10 0.92 -4.42
O2 4.97 1.84 -5.26
O3 6.17 0.46 -3.99
C5 3.69 -1.05 -4.81
I1 5.04 -1.21 -6.46
C6 2.86 -2.08 -4.71
C7 2.87 -3.28 -5.63
I2 1.35 -2.19 -3.26
N1 2.63 1.10 -3.97
C8 2.85 2.44 -3.48
C9 1.67 3.11 -2.72
C10 0.72 2.19 -1.98
S1 -0.94 2.99 -1.88
C11 -1.64 2.46 -0.31
S2 -1.36 3.36 1.01
N2 -2.47 1.32 -0.19
C12 -3.08 0.90 -1.43
C13 -2.45 0.11 -2.39
C14 -3.14 -0.26 -3.52
C15 -4.45 0.13 -3.74
C16 -5.08 0.91 -2.79
C17 -4.39 1.29 -1.64
C18 -1.89 0.25 0.58
C19 -0.63 -0.26 0.40
C20 -0.15 -1.29 1.19
C21 -0.91 -1.86 2.20
C22 -2.20 -1.36 2.36
C23 -2.67 -0.33 1.57
C24 1.70 1.01 -5.08
B1 2.26 1.63 -6.45
O4 2.68 2.93 -6.58
O5 2.30 0.84 -7.59
H1 4.14 0.74 0.05
H2 2.65 -0.19 0.46
H3 4.11 -0.99 -0.16
H4 4.96 0.39 -2.09
H5 4.39 -1.24 -2.42
H6 2.15 -4.01 -5.26
H7 3.85 -3.75 -5.59
H8 2.63 -3.00 -6.65
H9 3.13 3.12 -4.28
H10 3.70 2.44 -2.81
H11 1.11 3.68 -3.47
H12 2.03 3.85 -2.02
H13 1.08 2.06 -0.96
H14 0.59 1.21 -2.43
H15 -1.44 -0.21 -2.22
H16 -2.66 -0.89 -4.26
H17 -4.98 -0.16 -4.64
H18 -6.11 1.20 -2.92
H19 -4.90 1.88 -0.90
H20 0.03 0.13 -0.36
H21 0.85 -1.65 1.02
H22 -0.52 -2.65 2.83
H23 -2.81 -1.80 3.13
H24 -3.69 -0.01 1.75
H25 1.30 0.02 -5.27
H26 0.83 1.62 -4.83
H27 3.57 2.90 -6.96
H28 1.91 -0.01 -7.40
C25 -3.02 1.08 6.27
C26 -3.10 0.03 7.37
N3 -2.76 -1.30 6.90
C27 -3.08 -2.35 7.85
C28 -2.35 -2.36 9.20
C29 -1.47 -1.43 6.24
C30 -0.22 -1.02 7.04
H29 -3.65 0.81 5.42
H30 -3.38 2.04 6.66
H31 -2.00 1.24 5.92
H32 -4.12 0.00 7.74
H33 -2.47 0.35 8.21
H34 -2.95 -3.32 7.36
H35 -4.16 -2.28 8.06
H36 -1.33 -2.73 9.10
H37 -2.86 -3.04 9.89
H38 -2.32 -1.38 9.67
H39 -1.49 -0.84 5.32
H40 -1.35 -2.46 5.89
H41 -0.35 -0.09 7.58
H42 0.62 -0.89 6.35
H43 0.08 -1.79 7.75

Its orbital gap is 0.2262 Eh. As for the charge: -1. Its HOMO energy is -4.55 eV.

=====

Formula: C30H43BiBrN3O3S2Si
Source: OMol25
Level of theory: ωB97M-V with the def2-TZVPD basis set

Positions of all 84 atoms, in Å:
Bi1 -1.40 0.08 -0.40
C1 -0.69 -3.37 0.55
N1 -1.58 -2.77 -0.45
C2 -1.17 -3.16 -1.82
C3 -0.76 -2.05 -2.79
N2 -0.07 -0.87 -2.22
C4 1.26 -1.21 -1.63
C5 0.11 0.11 -3.31
C6 0.87 -0.28 -4.41
C7 1.06 0.57 -5.48
C8 0.50 1.84 -5.46
C9 -0.25 2.23 -4.37
C10 -0.46 1.38 -3.27
S1 -1.42 2.05 -1.97
C11 -2.98 -2.90 -0.13
C12 -3.40 -3.90 0.76
C13 -4.72 -4.00 1.16
C14 -5.65 -3.10 0.67
C15 -5.26 -2.13 -0.23
C16 -3.93 -2.01 -0.65
S2 -3.53 -0.72 -1.80
H1 -0.61 -4.46 0.43
H2 0.31 -2.95 0.46
H3 -1.05 -3.14 1.55
H4 -0.35 -3.87 -1.72
H5 -1.99 -3.69 -2.31
H6 -0.13 -2.51 -3.55
H7 -1.65 -1.66 -3.28
H8 1.97 -1.47 -2.42
H9 1.62 -0.36 -1.06
H10 1.15 -2.06 -0.97
H11 1.32 -1.26 -4.44
H12 1.65 0.24 -6.33
H13 0.63 2.51 -6.29
H14 -0.69 3.22 -4.33
H15 -2.68 -4.62 1.14
H16 -5.01 -4.77 1.86
H17 -6.69 -3.16 0.99
H18 -5.98 -1.42 -0.63
O1 1.12 -3.03 6.48
C17 0.81 -2.49 5.28
C18 -0.47 -2.04 4.96
C19 -0.67 -1.51 3.70
N3 0.29 -1.40 2.78
C20 1.48 -1.84 3.12
Br1 2.83 -1.72 1.79
C21 1.82 -2.39 4.34
H19 0.34 -3.04 7.05
H20 -1.28 -2.10 5.67
H21 -1.65 -1.15 3.42
H22 2.82 -2.72 4.57
O2 0.65 0.82 0.30
O3 0.66 2.26 0.29
C22 0.75 4.87 0.91
Si1 0.56 3.17 1.68
C23 -1.12 3.10 2.57
C24 -1.16 4.15 3.69
C25 -1.42 1.73 3.18
C26 -2.24 3.43 1.57
C27 2.08 2.82 2.77
C28 1.91 1.59 3.68
C29 2.47 4.03 3.63
C30 3.24 2.53 1.79
H23 0.76 5.66 1.66
H24 -0.07 5.06 0.22
H25 1.68 4.92 0.35
H26 -0.43 3.95 4.47
H27 -2.15 4.15 4.16
H28 -0.98 5.16 3.31
H29 -0.78 1.51 4.04
H30 -1.28 0.93 2.45
H31 -2.46 1.69 3.52
H32 -2.04 4.34 1.00
H33 -3.19 3.56 2.10
H34 -2.39 2.63 0.84
H35 1.32 1.83 4.57
H36 2.89 1.25 4.03
H37 1.43 0.76 3.16
H38 1.70 4.30 4.35
H39 2.67 4.91 3.01
H40 3.38 3.80 4.19
H41 3.00 1.68 1.14
H42 4.15 2.29 2.36
H43 3.45 3.39 1.15

Its orbital gap is 0.2669 Eh. As for the energy relative to the best compared isomer or geometry (same formula, charge and spin): 0.0 kcal per mole. Its HOMO energy is -7.22 eV.

=====

Formula: C30H43BrCl5CrINO6P2
Source: OMol25
Level of theory: ωB97M-V with the def2-TZVPD basis set

Positions of all 90 atoms, in Å:
Cr1 0.65 0.83 0.09
C1 -2.38 6.08 2.72
C2 -1.48 6.16 1.50
C3 -2.25 6.47 0.23
O1 -0.69 4.94 1.33
P1 -1.04 3.43 1.53
O2 0.15 2.67 1.03
C4 -2.56 3.02 0.61
P2 -2.59 1.24 0.27
O3 -1.33 0.79 -0.41
O4 -3.85 1.08 -0.63
C5 -4.32 -0.24 -1.11
C6 -5.83 -0.17 -1.18
C7 -3.68 -0.55 -2.44
O5 -2.80 0.45 1.60
C8 -4.14 0.25 2.22
C9 -4.23 -1.21 2.60
C10 -4.35 1.17 3.41
O6 -1.35 3.12 3.04
C11 -0.25 2.82 3.98
C12 -0.11 3.98 4.95
C13 -0.54 1.51 4.69
H1 -2.91 7.03 2.83
H2 -1.81 5.90 3.63
H3 -3.12 5.29 2.60
H4 -0.71 6.92 1.65
H5 -3.14 5.85 0.14
H6 -1.62 6.33 -0.65
H7 -2.56 7.51 0.25
H8 -2.52 3.54 -0.34
H9 -3.47 3.31 1.14
H10 -4.00 -0.98 -0.37
H11 -6.12 0.60 -1.89
H12 -6.26 0.08 -0.21
H13 -6.23 -1.12 -1.51
H14 -3.99 0.18 -3.19
H15 -4.00 -1.54 -2.77
H16 -2.59 -0.54 -2.37
H17 -4.88 0.49 1.45
H18 -3.42 -1.47 3.29
H19 -4.17 -1.86 1.73
H20 -5.18 -1.38 3.10
H21 -3.82 0.79 4.29
H22 -5.41 1.20 3.65
H23 -4.01 2.18 3.21
H24 0.66 2.72 3.39
H25 -1.05 4.14 5.48
H26 0.16 4.90 4.43
H27 0.66 3.75 5.68
H28 -1.27 1.66 5.48
H29 0.38 1.14 5.14
H30 -0.91 0.76 3.99
Cl1 1.93 -0.84 -3.13
C14 1.15 -1.67 -1.85
C15 0.86 -1.00 -0.67
C16 0.25 -1.75 0.33
Cl2 0.05 -0.77 1.75
C17 -0.18 -3.05 0.20
Cl3 -1.04 -3.83 1.46
C18 0.12 -3.69 -1.00
Cl4 -0.38 -5.31 -1.23
C19 0.81 -3.02 -2.02
Cl5 1.22 -3.84 -3.46
Br1 1.04 3.13 -5.44
C20 2.64 2.66 -4.56
C21 3.82 2.59 -5.30
C22 5.00 2.22 -4.67
C23 5.02 1.95 -3.31
C24 3.85 2.03 -2.57
C25 2.67 2.37 -3.20
I1 0.86 2.46 -2.07
H31 3.80 2.81 -6.35
H32 5.91 2.16 -5.25
H33 5.94 1.67 -2.82
H34 3.86 1.81 -1.51
C26 4.10 3.82 1.60
C27 4.35 2.34 1.98
C28 5.72 1.87 1.48
C29 4.22 2.14 3.50
C30 3.29 1.60 1.31
N1 2.42 1.10 0.76
H35 4.87 4.43 2.07
H36 3.12 4.15 1.95
H37 4.15 3.96 0.52
H38 6.49 2.46 1.97
H39 5.82 2.01 0.40
H40 5.89 0.82 1.71
H41 4.98 2.75 3.99
H42 4.38 1.10 3.78
H43 3.24 2.45 3.85

Its orbital gap (spin up / spin down) is 0.2363 / 0.2573 Eh. Its spin multiplicity is 2. As for the charge: +2. Its HOMO energy (spin up / spin down) is -13.60 / -13.60 eV.

=====

Formula: C30H43Cl5CrP2
Source: OMol25
Level of theory: ωB97M-V with the def2-TZVPD basis set

Positions of all 81 atoms, in Å:
Cr1 -0.04 -0.05 0.00
C1 -0.76 -1.93 0.78
C2 0.61 -2.08 0.38
C3 0.52 -0.47 2.06
C4 -0.82 -0.94 1.81
C5 1.40 -1.18 1.18
C6 -1.91 -2.77 0.34
H1 -1.70 -3.26 -0.62
H2 -2.83 -2.17 0.23
H3 -2.11 -3.56 1.08
C7 -2.06 -0.59 2.54
H4 -2.97 -0.78 1.97
H5 -2.03 0.50 2.68
H6 -2.11 -1.04 3.54
C8 0.98 0.47 3.11
H7 0.99 0.00 4.10
H8 0.25 1.28 3.15
H9 1.95 0.92 2.89
C9 2.89 -1.14 1.23
H10 3.27 -1.78 2.04
H11 3.27 -0.12 1.42
H12 3.33 -1.51 0.29
C10 1.14 -3.09 -0.56
H13 1.51 -3.97 -0.01
H14 1.97 -2.69 -1.15
H15 0.36 -3.44 -1.25
C11 -2.15 0.99 -7.14
C12 -2.06 -0.36 -7.20
C13 -1.09 -1.17 -7.99
C14 0.21 -0.45 -8.43
C15 1.02 0.08 -7.29
C16 0.91 1.28 -6.67
C17 -0.04 2.39 -7.00
C18 -1.29 2.01 -7.82
H16 -1.56 -1.59 -8.89
H17 -0.01 0.28 -9.21
H18 -0.80 -2.04 -7.37
H19 -1.01 1.76 -8.85
H20 -2.98 1.44 -6.59
H21 -2.82 -0.95 -6.70
H22 -1.90 2.93 -7.89
H23 -0.38 2.84 -6.05
H24 1.63 1.53 -5.89
H25 0.49 3.20 -7.54
H26 0.84 -1.23 -8.90
H27 1.81 -0.60 -6.98
P1 -1.16 0.08 -2.13
P2 1.58 1.38 -1.10
C19 -0.24 1.25 -3.24
C20 0.67 2.21 -2.46
H28 -1.00 1.81 -3.79
H29 0.34 0.65 -3.95
H30 1.38 2.75 -3.11
H31 0.05 2.96 -1.94
C21 2.33 2.68 -0.13
H32 3.00 2.22 0.61
H33 1.56 3.25 0.40
H34 2.91 3.35 -0.79
C22 2.91 0.55 -2.00
H35 3.32 1.25 -2.74
H36 2.54 -0.35 -2.51
H37 3.70 0.25 -1.29
C23 -2.89 0.53 -2.01
H38 -3.42 -0.11 -1.30
H39 -3.35 0.55 -3.00
H40 -2.93 1.55 -1.58
C24 -1.20 -1.45 -3.08
H41 -0.21 -1.92 -3.10
H42 -1.53 -1.21 -4.10
H43 -1.92 -2.15 -2.61
Cl1 -1.56 2.25 3.57
C25 -1.51 3.29 2.16
C26 -1.44 2.88 0.87
C27 -1.74 3.79 -0.08
Cl2 -2.07 3.40 -1.77
C28 -1.92 5.18 0.16
Cl3 -2.28 6.26 -1.14
C29 -1.87 5.61 1.51
Cl4 -2.16 7.23 1.88
C30 -1.67 4.65 2.54
Cl5 -1.73 5.10 4.21

Its orbital gap (spin up / spin down) is 0.2361 / 0.2738 Eh. Its spin multiplicity is 4. As for the energy relative to the best compared isomer or geometry (same formula, charge and spin): 0.0 kcal per mole. As for the charge: +1. Its HOMO energy (spin up / spin down) is -10.52 / -10.75 eV.